# C6H6O4

A single C6H6O4 molecule in a non-equilibrium geometry (ωB97M-V/def2-TZVPD, the OMol25 dataset).

The calculation puts the energy above the lowest of the compared OMol25 structures with the same formula, charge and spin at 377.84 kJ/mol. The frontier orbital gap comes out at 9.74 eV.

ORCA input file:
```
! wB97M-V def2-TZVPD RIJCOSX def2/J DEFGRID3
* xyz 0 1
C -0.58 -1.68 -0.26
C -1.39 -0.66 -0.52
C 0.77 -1.61 0.31
C 1.35 -0.29 0.62
C -0.90 0.73 -0.57
C 0.58 0.92 0.05
O 0.75 -1.04 1.61
O 0.30 0.95 -1.30
O -1.83 1.71 -0.58
O 0.81 2.13 0.66
H -0.84 -2.73 -0.25
H -2.42 -0.87 -0.81
H 1.32 -2.46 0.26
H 2.55 -0.16 0.69
H -1.59 2.31 0.10
H 1.13 2.76 0.01
*
```